Density functional theory data (the ωB97M-V functional and the def2-TZVPD basis) for the ion C4H7INO with charge +1 in a non-equilibrium geometry.

Structure (XYZ):
```
14
C4H7INO (the ωB97M-V functional and the def2-TZVPD basis)
C -1.2983 -1.4147 0.2352
C 0.9176 -0.5112 -0.4610
H -1.0907 1.5803 0.0577
I 1.6696 2.0906 -2.4234
C 1.5185 0.8340 -0.3228
H -0.7824 -2.3273 -0.2490
H -0.8415 1.0662 1.6746
H -2.3332 -1.3424 -0.3035
O 0.7585 1.5062 0.5785
H 2.5927 0.8120 0.1106
N -0.2868 -0.4096 0.0279
C -0.5249 0.9044 0.6534
H -1.6176 -1.4158 1.3717
H 1.3186 -1.3727 -0.9501
```

Calculated values
- charge = +1
- Kohn-Sham gap (hartree) = 0.275
- electronic energy (eV) = -15890.3891
- spin multiplicity = 1
- molar mass (g/mol) = 212.0
- lowest unoccupied orbital energy (eV) = -6.01

Density functional theory data (the ωB97M-V functional and the def2-TZVPD basis) for a structure of composition C4H7LaO in a non-equilibrium geometry.

Structure (XYZ):
```
13
C4H7LaO (the ωB97M-V functional and the def2-TZVPD basis)
H -0.6118 -0.6697 0.1787
La -2.6271 -1.7355 3.5714
H -0.7778 1.5428 -1.4261
H 0.6043 0.4831 0.6563
H -2.6728 0.1209 -1.9610
C -0.4637 0.3876 0.4334
H -0.3493 1.5674 1.7558
H -3.6149 0.9534 -0.6713
O -1.8928 0.3263 2.4348
H -1.8277 2.2543 -0.1505
C -1.3481 0.9126 1.4618
C -2.6729 0.4232 -0.8957
C -1.4801 1.3135 -0.6017
```

Calculated values
- charge = +2
- Kohn-Sham gap (alpha / beta) (hartree) = 0.229 / 0.254
- electronic energy (eV) = -7143.7434
- spin multiplicity = 1
- molar mass (g/mol) = 210.0
- lowest unoccupied orbital energy (alpha / beta) (eV) = -9.30 / -9.19

Density functional theory data (the ωB97M-V functional and the def2-TZVPD basis) for a structure of composition C4H7MgO2 in a non-equilibrium geometry.

Structure (XYZ):
```
14
C4H7MgO2 (the ωB97M-V functional and the def2-TZVPD basis)
H -1.6206 -0.3550 1.4073
H 2.3088 -0.1382 -1.6025
H -2.6397 0.9813 -0.1593
O 2.3712 -0.5391 -0.1200
C 1.4749 -0.5467 0.7133
C -1.8806 0.2762 -0.5552
H 1.5007 -1.3318 1.4948
O -1.5040 0.4398 -1.7030
C -1.0233 -0.3847 0.4776
Mg 0.8213 0.6770 -2.4660
C 0.2984 0.3665 0.6959
H -0.8747 -1.4305 0.1814
H 0.4808 1.1438 -0.0586
H 0.2869 0.8414 1.6945
```

Calculated values
- charge = +1
- Kohn-Sham gap (hartree) = 0.266
- electronic energy (eV) = -13791.3050
- spin multiplicity = 1
- molar mass (g/mol) = 111.4
- lowest unoccupied orbital energy (eV) = -5.06

Density functional theory data (the ωB97M-V functional and the def2-TZVPD basis) for the molecule C4H7N in a non-equilibrium geometry.

Structure (XYZ):
```
12
C4H7N (the ωB97M-V functional and the def2-TZVPD basis)
H 1.2388 -1.4782 -0.6355
C -1.1648 -0.1032 -0.7007
C 0.0820 1.3975 0.9866
H 1.6336 0.1741 -0.6467
C 1.1575 -0.5506 0.0672
H -0.7374 0.3246 -1.5991
N 0.2638 2.5457 1.1298
H -1.2913 -1.2327 -0.9629
H 1.8659 -0.7640 0.9683
H -2.1623 0.3337 -0.4746
C -0.2329 -0.0735 0.4818
H -0.6529 -0.5735 1.3858
```

Calculated values
- charge = 0
- Kohn-Sham gap (hartree) = 0.458
- electronic energy (eV) = -5750.6400
- spin multiplicity = 1
- molar mass (g/mol) = 69.1
- lowest unoccupied orbital energy (eV) = 0.89

Density functional theory data (the ωB97M-V functional and the def2-TZVPD basis) for a structure of composition C4H7N in a non-equilibrium geometry.

Structure (XYZ):
```
12
C4H7N (the ωB97M-V functional and the def2-TZVPD basis)
H 1.6083 -0.1552 1.6251
H -0.2752 0.9301 -1.6415
N -0.0409 -1.3912 0.0898
C -0.8133 0.3800 -0.8105
C -0.6581 -1.1475 -1.0015
H 2.0110 0.3835 0.1359
C -0.2095 0.0499 0.5406
H -1.9695 0.7450 -0.9053
H -1.0871 -0.0936 1.5099
H -0.9697 -1.6873 -1.8340
H 1.2131 1.5260 1.3966
C 1.1909 0.4604 0.8948
```

Calculated values
- charge = 0
- Kohn-Sham gap (hartree) = 0.391
- electronic energy (eV) = -5748.5576
- spin multiplicity = 1
- molar mass (g/mol) = 69.1
- lowest unoccupied orbital energy (eV) = 1.14

Density functional theory data (the ωB97M-V functional and the def2-TZVPD basis) for the molecule C4H7N in a non-equilibrium geometry.

Structure (XYZ):
```
12
C4H7N (the ωB97M-V functional and the def2-TZVPD basis)
H 0.1527 1.2813 1.7335
C 0.1940 -0.0387 -0.1354
C -1.0241 0.2064 -0.8438
H 1.8608 0.1258 2.5506
C 0.4932 0.4555 1.0983
N 1.8084 0.2051 1.5479
H -1.6236 0.9591 -0.3073
H 0.9530 -0.7080 -0.5434
H 2.6198 -0.1075 1.0558
C -1.6195 -0.5343 -1.8040
H -1.1703 -0.9596 -2.7067
H -2.6445 -0.8852 -1.6456
```

Calculated values
- charge = 0
- Kohn-Sham gap (hartree) = 0.300
- electronic energy (eV) = -5748.8392
- spin multiplicity = 1
- molar mass (g/mol) = 69.1
- lowest unoccupied orbital energy (eV) = 0.83

Density functional theory data (the ωB97M-V functional and the def2-TZVPD basis) for the molecule C4H7N in a non-equilibrium geometry.

Structure (XYZ):
```
12
C4H7N (the ωB97M-V functional and the def2-TZVPD basis)
N 0.6392 0.4221 -2.5738
C -0.8173 0.9113 0.5195
H -0.6929 1.8501 1.1864
H -0.9156 1.1660 -0.5956
H -1.7851 0.3876 0.9334
H -0.4878 -1.6820 -0.2415
C 0.3806 -0.0129 0.8151
C 0.4768 -1.0296 -0.3496
C 0.4218 -0.2364 -1.6432
H 1.3583 -1.7002 -0.6364
H 0.0530 -0.6245 1.6390
H 1.3690 0.5486 0.9467
```

Calculated values
- charge = 0
- Kohn-Sham gap (hartree) = 0.451
- electronic energy (eV) = -5750.3517
- spin multiplicity = 1
- molar mass (g/mol) = 69.1
- lowest unoccupied orbital energy (eV) = 0.88

Density functional theory data (the ωB97M-V functional and the def2-TZVPD basis) for the molecule C4H7N in a non-equilibrium geometry.

Structure (XYZ):
```
12
C4H7N (the ωB97M-V functional and the def2-TZVPD basis)
H 0.0826 2.2320 -0.8608
H -0.8372 0.1697 -1.5295
H -0.1030 1.1217 2.0303
C 0.2498 -0.9393 -0.0877
H 0.9816 -0.9093 0.7056
H 0.1690 2.8661 1.5619
C 0.0167 1.8499 1.2361
H -0.7274 -2.3868 -1.1833
C -0.0310 1.5316 -0.0470
N 0.0874 -2.2063 -0.6247
C -0.2513 0.1820 -0.6112
H 0.4730 -2.9988 -0.1437
```

Calculated values
- charge = 0
- Kohn-Sham gap (hartree) = 0.327
- electronic energy (eV) = -5750.3406
- spin multiplicity = 1
- molar mass (g/mol) = 69.1
- lowest unoccupied orbital energy (eV) = 1.16

Density functional theory data (the ωB97M-V functional and the def2-TZVPD basis) for the molecule C4H7N in a non-equilibrium geometry.

Structure (XYZ):
```
12
C4H7N (the ωB97M-V functional and the def2-TZVPD basis)
H -1.2635 0.4231 1.2685
C 1.2033 -0.6050 0.2724
H -0.0576 -0.3012 -1.4290
C -1.3040 -0.0828 0.3032
H -2.1301 0.3415 -0.2789
C 0.0363 0.0831 -0.3903
N 0.4740 1.6285 -0.2215
H 1.3148 -0.1926 1.2760
C 0.0843 1.9364 -1.3086
H 1.0448 -1.6836 0.3251
H 2.1192 -0.4031 -0.2893
H -1.5216 -1.1443 0.4725
```

Calculated values
- charge = 0
- Kohn-Sham gap (hartree) = 0.453
- electronic energy (eV) = -5749.3715
- spin multiplicity = 1
- molar mass (g/mol) = 69.1
- lowest unoccupied orbital energy (eV) = 1.11

Density functional theory data (the ωB97M-V functional and the def2-TZVPD basis) for the ion C4H7N2 with charge +1 in a non-equilibrium geometry.

Structure (XYZ):
```
13
C4H7N2 (the ωB97M-V functional and the def2-TZVPD basis)
H 0.2199 2.0598 0.2963
C 0.6135 -0.7503 -0.8030
C -0.5089 1.2919 0.2592
N 0.5261 -0.6316 1.3205
H 1.4682 -0.0174 -0.9645
H 0.5490 -0.2088 2.2287
C 1.0362 -1.9621 1.0709
H 1.2531 -2.8470 -0.8548
H -1.1704 1.5951 -0.4870
H -1.0415 1.5558 1.1767
C 0.1114 0.0450 0.3048
H -0.1442 -0.7984 -1.5718
N 1.1311 -1.9695 -0.2265
```

Calculated values
- charge = +1
- Kohn-Sham gap (hartree) = 0.334
- electronic energy (eV) = -7232.3464
- spin multiplicity = 1
- molar mass (g/mol) = 83.1
- lowest unoccupied orbital energy (eV) = -5.08

Density functional theory data (the ωB97M-V functional and the def2-TZVPD basis) for the ion C4H7N2 with charge +1 in a non-equilibrium geometry.

Structure (XYZ):
```
13
C4H7N2 (the ωB97M-V functional and the def2-TZVPD basis)
H -0.3120 -1.5427 -2.2274
H -1.1038 -2.3581 -0.9785
H -1.9231 -1.0195 -1.7902
H 1.0891 0.9070 -1.6570
N 0.9602 1.1616 0.4756
C 0.3477 0.5020 1.4406
H 0.3891 0.6891 2.4948
C -0.3035 -0.3591 -0.5147
C -0.9802 -1.3518 -1.3779
C 0.5821 0.6414 -0.7475
H 1.6023 1.9473 0.5753
N -0.4287 -0.4099 0.8757
H -1.0532 -0.9852 1.4256
```

Calculated values
- charge = +1
- Kohn-Sham gap (hartree) = 0.412
- electronic energy (eV) = -7235.6337
- spin multiplicity = 1
- molar mass (g/mol) = 83.1
- lowest unoccupied orbital energy (eV) = -3.24

Density functional theory data (the ωB97M-V functional and the def2-TZVPD basis) for the ion C4H7N2 with charge +1 in a non-equilibrium geometry.

Structure (XYZ):
```
13
C4H7N2 (the ωB97M-V functional and the def2-TZVPD basis)
C -0.0261 0.4832 -0.2579
C 1.1946 -1.3856 0.3681
H -2.2838 2.4680 -1.5354
H 2.0387 0.2671 -0.8017
H 1.5193 -2.0273 -0.4895
C -1.5887 2.3167 -0.7112
H 2.0074 -1.5691 1.1620
H -0.3619 -1.1351 1.9356
H -0.9603 -2.2391 0.5626
N -0.7144 1.3940 -0.7930
C -0.2873 -1.4470 0.8976
H -1.6893 2.9904 0.0754
N 1.1518 -0.1163 -0.4127
```

Calculated values
- charge = +1
- Kohn-Sham gap (hartree) = 0.306
- electronic energy (eV) = -7230.3385
- spin multiplicity = 1
- molar mass (g/mol) = 83.1
- lowest unoccupied orbital energy (eV) = -5.96

Density functional theory data (the ωB97M-V functional and the def2-TZVPD basis) for the ion C4H7N2 with charge +1 in a non-equilibrium geometry.

Structure (XYZ):
```
13
C4H7N2 (the ωB97M-V functional and the def2-TZVPD basis)
H 0.1344 2.9001 0.8855
N -0.0606 0.9488 -0.3729
C 0.6739 0.7555 1.4672
N 0.6157 -0.1210 0.2862
H 0.9401 -1.9442 -0.6153
H 0.4933 -1.9675 1.0818
H -1.2244 1.8983 -1.6173
C 0.1478 1.7892 0.8207
C -0.6776 0.9307 -1.4277
H -0.7480 -0.0727 -2.0328
C 0.3181 -1.4898 0.1392
H 1.1367 0.5482 2.3748
H -0.6909 -1.6922 0.1127
```

Calculated values
- charge = +1
- Kohn-Sham gap (hartree) = 0.337
- electronic energy (eV) = -7230.6173
- spin multiplicity = 1
- molar mass (g/mol) = 83.1
- lowest unoccupied orbital energy (eV) = -4.96

Density functional theory data (the ωB97M-V functional and the def2-TZVPD basis) for the ion C4H7N2 with charge +1 in a non-equilibrium geometry.

Structure (XYZ):
```
13
C4H7N2 (the ωB97M-V functional and the def2-TZVPD basis)
H 2.7622 0.7299 1.8614
H -1.1673 -1.6671 -0.5248
H -3.3536 -0.9354 0.4703
H -0.8412 0.7729 -1.9175
N -0.6161 0.2658 -1.0911
H -2.8510 0.8906 -0.0376
N 1.2774 0.5551 0.4028
C 0.4630 0.3271 -0.4164
C 2.6393 0.2490 0.8141
H 3.3248 0.5074 0.0240
C -2.6672 -0.1864 0.0541
C -1.5996 -0.6515 -0.4449
H 2.6294 -0.8573 0.8056
```

Calculated values
- charge = +1
- Kohn-Sham gap (hartree) = 0.417
- electronic energy (eV) = -7232.3867
- spin multiplicity = 1
- molar mass (g/mol) = 83.1
- lowest unoccupied orbital energy (eV) = -3.87

Density functional theory data (the ωB97M-V functional and the def2-TZVPD basis) for a cluster of 2 separate species, C4H7N2 in total in a non-equilibrium geometry.

Structure (XYZ):
```
13
C4H7N2 (the ωB97M-V functional and the def2-TZVPD basis)
H -0.7467 3.4829 0.7288
H 2.6913 -2.1919 0.5316
H -0.6340 -4.0292 0.1511
C 1.6260 -1.8702 0.2731
C 0.4158 1.0277 -0.6257
N -0.3504 1.8569 -0.4171
H -0.9986 -2.9098 1.5095
H -0.8190 3.7162 -1.0439
H 1.3881 -0.8081 -0.1887
N 0.7029 -2.5921 0.5037
C -0.3246 -3.2329 0.6402
C -1.0772 2.9715 -0.2746
H -2.2163 2.6846 -0.1580
```

Calculated values
- charge = +1
- Kohn-Sham gap (hartree) = 0.365
- electronic energy (eV) = -7230.7670
- spin multiplicity = 1
- molar mass (g/mol) = 83.1
- lowest unoccupied orbital energy (eV) = -5.08

Density functional theory data (the ωB97M-V functional and the def2-TZVPD basis) for the ion C4H7N2 with charge +1 in a non-equilibrium geometry.

Structure (XYZ):
```
13
C4H7N2 (the ωB97M-V functional and the def2-TZVPD basis)
H -2.4045 -0.7546 -0.1315
C -0.3666 -0.0820 -0.1825
H 2.4808 1.3645 0.3095
H 1.9965 -0.3580 1.9027
H -2.1970 0.5759 -1.1904
C 0.1506 -0.7809 0.8811
C -1.6715 -0.3059 -0.8008
H -0.3989 -1.4772 1.4886
N 1.4030 -0.2628 1.0816
C 1.7022 0.6405 0.1352
N 0.5466 0.8701 -0.5222
H 0.4098 1.5118 -1.2747
H -1.6510 -0.9414 -1.6967
```

Calculated values
- charge = +1
- Kohn-Sham gap (hartree) = 0.385
- electronic energy (eV) = -7235.2625
- spin multiplicity = 1
- molar mass (g/mol) = 83.1
- lowest unoccupied orbital energy (eV) = -3.83

Density functional theory data (the ωB97M-V functional and the def2-TZVPD basis) for a structure of composition C4H7N2 in a non-equilibrium geometry.

Structure (XYZ):
```
13
C4H7N2 (the ωB97M-V functional and the def2-TZVPD basis)
C -0.2069 -0.2654 0.0392
C -1.7065 -0.1381 0.1589
H 2.0704 -0.3926 -0.9507
N 3.3182 -0.1760 -1.1217
H -2.0388 -1.2255 -0.0592
N 0.7876 0.0732 -0.2812
H -2.3480 1.3290 1.6921
H -2.2262 0.3169 -0.6964
H -1.4978 -0.0731 2.1790
C -2.1825 0.3455 1.4786
H 4.8779 0.2227 -2.5276
C 4.2541 0.1151 -1.6889
H -3.1017 -0.1317 1.7779
```

Calculated values
- charge = +1
- Kohn-Sham gap (hartree) = 0.408
- electronic energy (eV) = -7231.5351
- spin multiplicity = 1
- molar mass (g/mol) = 83.1
- lowest unoccupied orbital energy (eV) = -4.60

Density functional theory data (the ωB97M-V functional and the def2-TZVPD basis) for the ion C4H7N2 with charge +1 in a non-equilibrium geometry.

Structure (XYZ):
```
13
C4H7N2 (the ωB97M-V functional and the def2-TZVPD basis)
H 0.7243 -0.4210 -1.3205
H 0.0082 2.0215 0.3209
C 1.3270 -0.2463 0.5336
C -1.7015 0.7730 0.4584
C -0.9185 -1.0849 -0.2394
H -0.9059 -2.0937 -0.3023
H 1.5647 -1.3900 0.6952
N -1.9650 -0.5086 0.0854
H 0.8381 0.1699 1.4853
N 0.2210 -0.1155 -0.5078
H -0.8269 1.5833 -1.0897
C -0.4905 1.1593 -0.2206
H 2.1252 0.1530 0.1016
```

Calculated values
- charge = +1
- Kohn-Sham gap (alpha / beta) (hartree) = 0.285 / 0.292
- electronic energy (eV) = -7228.7429
- spin multiplicity = 1
- molar mass (g/mol) = 83.1
- lowest unoccupied orbital energy (alpha / beta) (eV) = -6.00 / -6.03